A cluster of 3 separate species, C5H17NO2 in total at a distorted geometry. Source: the Open Molecules 2025 dataset; level of theory: wB97M-V/def2-TZVPD.

Values from the calculation:
HOMO level = -9.66 eV
Charge = 0
Energy relative to the best compared isomer or geometry (same formula, charge and spin) = 0.340 eV
HOMO-LUMO gap = 10.23 eV
LUMO level = 0.57 eV
SMILES = CC(C)[C@H](C)N.O.O

Last columns: bonded neighbours and bond lengths (Å).
Positions of all 25 atoms, in Å:
1 C 1.71641 0.93981 -0.24711  C2 1.513, H7 1.108, H8 1.101, H9 1.086
2 C 0.95459 -0.11455 -1.01945  C1 1.513, C3 1.533, C4 1.529, H10 1.091
3 C -0.23286 0.50189 -1.76849  C2 1.533, H11 1.092, H12 1.098, H13 1.091
4 C 0.58040 -1.27081 -0.09084  C2 1.529, C5 1.524, N6 1.463, H14 1.093
5 C 0.23793 -2.53659 -0.86666  C4 1.524, H15 1.078, H16 1.085, H17 1.096
6 N -0.45833 -0.86524 0.85628  C4 1.463, H18 1.007, H19 1.021
7 H 2.77337 0.65904 -0.06624  C1 1.108
8 H 1.32257 1.03850 0.77604  C1 1.101
9 H 1.82075 1.92948 -0.68214  C1 1.086
10 H 1.62429 -0.52999 -1.77381  C2 1.091
11 H -0.80079 -0.27007 -2.29212  C3 1.092
12 H -0.88366 1.11112 -1.12676  C3 1.098
13 H 0.15564 1.20422 -2.50673  C3 1.091
14 H 1.48340 -1.44697 0.49923  C4 1.093
15 H 0.20109 -3.43384 -0.27095  C5 1.078
16 H -0.72795 -2.37626 -1.33363  C5 1.085
17 H 0.97090 -2.74248 -1.65523  C5 1.096
18 H -1.29036 -0.54140 0.39112  N6 1.007
19 H -0.71379 -1.63042 1.48190  N6 1.021
20 O -2.39908 0.49706 2.96705  H21 0.966, H22 0.971
21 H -2.85259 0.43516 2.11594  O20 0.966
22 H -1.45729 0.62671 2.77084  O20 0.971
23 O -0.32305 3.11260 1.15169  H24 0.971, H25 0.970
24 H -0.62195 2.19138 1.08057  O23 0.971
25 H -1.07964 3.51166 1.60948  O23 0.970

Results of the Löwdin charge analysis, in e, for atoms 1 through 5: -0.090 -0.408 -0.067 -0.442 -0.062